# 1
The following is a DFT calculation (ωB97M-V/def2-TZVPD) of the ion C5H12N2O with charge +1 at a distorted geometry.

HOMO level (alpha / beta), eV: -13.82 / -13.65
Multiplicity: 2
Energy relative to the best compared isomer or geometry (same formula, charge and spin), eV: 1.324
DFT total energy, Eh: -382.11863
Gap between HOMO and LUMO (alpha / beta), eV: 9.8 / 5.8
Charge: +1

Each line ends with the Mulliken spin population.
Geometry (Å):
1 C 1.87 -0.63 0.55  0.019
2 H -1.84 1.78 0.36  -0.002
3 H 0.12 -0.29 2.75  0.004
4 H -1.03 1.97 -2.50  0.001
5 H -0.19 0.95 1.79  -0.006
6 O 2.15 0.60 -0.12  0.015
7 C -0.65 1.05 -2.06  0.384
8 N -2.02 0.93 -0.17  0.336
9 H 1.35 0.95 -0.51  -0.005
10 C -1.03 0.38 -0.92  0.131
11 H -1.28 -1.60 -0.38  -0.002
12 H 0.35 -1.87 1.21  0.002
13 H 0.19 0.80 -2.70  0.025
14 C 0.36 -0.86 0.78  0.013
15 C -0.46 -0.93 -0.53  0.033
16 H 2.27 -1.44 -0.06  -0.001
17 H 2.35 -0.61 1.52  0.000
18 H -2.45 0.27 0.47  -0.019
19 H 0.14 -1.40 -1.31  0.003
20 N -0.21 -0.06 1.82  0.068

# 2
The following is a DFT calculation (ωB97M-V/def2-TZVPD) of the molecule C5H12N2O2 at a distorted geometry.

HOMO level, eV: -8.53
Structure (SMILES): C[N+](C)(C)[C@@H](N)C(=O)[O-]
Energy relative to the best compared isomer or geometry (same formula, charge and spin), eV: 3.250
DFT total energy, Eh: -457.62946
Gap between HOMO and LUMO, eV: 8.8

Each line ends with the natural charge from an NBO analysis.
Geometry (Å):
1 H -2.16 -0.24 0.05  0.215
2 H -0.64 -0.64 2.05  0.213
3 C -1.33 0.42 -0.36  -0.414
4 H 0.37 0.90 1.78  0.273
5 H 0.79 2.41 -0.88  0.343
6 H 1.18 -0.76 1.85  0.279
7 H -1.40 1.41 0.15  0.240
8 H 0.93 0.44 -1.76  0.190
9 C 2.53 -0.27 -0.08  0.774
10 H 2.24 2.04 -0.16  0.426
11 C 0.18 -0.26 1.51  -0.470
12 C -0.20 -1.63 -0.56  -0.405
13 O 2.66 -1.45 -0.33  -0.728
14 O 3.21 0.56 0.51  -0.718
15 N -0.04 -0.23 0.10  -0.249
16 C 1.11 0.48 -0.61  -0.030
17 H 0.69 -2.15 -0.38  0.277
18 H -1.26 0.36 -1.49  0.231
19 N 1.24 1.84 -0.13  -0.866
20 H -0.49 -1.59 -1.69  0.221
21 H -0.96 -2.13 -0.01  0.198

# 3
The following is a DFT calculation (ωB97M-V/def2-TZVPD) of the molecule C5H12N2O2S at a distorted geometry.

HOMO level, eV: -9.08
Structure (SMILES): NS(=O)(=O)[C@H]1CCCNC1
Energy relative to the best compared isomer or geometry (same formula, charge and spin), eV: 0.058
DFT total energy, Eh: -855.87336
Gap between HOMO and LUMO, eV: 9.8

Each line ends with the natural charge from an NBO analysis.
Geometry (Å):
1 C 1.23 -0.10 -0.59  -0.240
2 H -0.58 0.92 -2.48  0.197
3 C 0.23 -0.45 0.48  -0.466
4 H 1.29 0.98 -0.66  0.202
5 C -0.61 -0.18 -2.30  -0.223
6 H -1.73 -1.66 -1.15  0.199
7 H -2.60 -0.14 -1.47  0.214
8 C -1.20 0.02 0.10  -0.413
9 H 1.92 1.93 2.31  0.414
10 H -1.94 -0.30 0.82  0.234
11 C -1.64 -0.56 -1.23  -0.412
12 H 0.79 -1.70 -1.82  0.356
13 O -0.25 -0.10 3.17  -0.956
14 H -1.24 1.12 0.06  0.211
15 O 2.02 -0.40 2.43  -0.970
16 S 0.72 0.15 2.11  2.266
17 H 0.36 2.09 2.90  0.416
18 H 2.22 -0.49 -0.32  0.229
19 H 0.21 -1.53 0.61  0.247
20 H -0.87 -0.68 -3.23  0.206
21 N 0.75 -0.67 -1.87  -0.625
22 N 0.93 1.76 2.12  -1.084

# 4
The following is a DFT calculation (ωB97M-V/def2-TZVPD) of a cluster of 2 separate species, C5H12N2O2S in total at a distorted geometry.

HOMO level (alpha / beta), eV: -7.65 / -7.29
Energy relative to the best compared isomer or geometry (same formula, charge and spin), eV: 3.723
DFT total energy, Eh: -855.73871
Gap between HOMO and LUMO (alpha / beta), eV: 7.6 / 7.7

Each line ends with the natural charge from an NBO analysis.
Geometry (Å):
1 N 1.18 1.29 -1.33  -0.855
2 S 0.65 -1.17 0.37  1.245
3 C -0.50 -0.25 -0.78  -0.064
4 H -2.02 -0.49 -1.96  0.429
5 H -2.21 0.65 0.83  0.187
6 C -0.58 0.78 2.36  -0.717
7 H 2.24 -1.37 -1.27  0.214
8 N -1.50 -1.05 -1.16  -0.840
9 O -0.73 1.13 -2.59  -0.618
10 C -0.03 0.82 -1.64  0.559
11 H 0.83 -1.96 -1.96  0.231
12 H -1.00 2.04 0.54  0.182
13 H 0.57 0.89 2.17  0.205
14 C -1.35 1.14 1.14  -0.328
15 C 1.43 -2.08 -1.10  -0.808
16 O -0.28 -2.12 0.99  -1.004
17 H -0.85 -0.28 2.69  0.253
18 H 1.61 1.76 -2.11  0.404
19 H -1.98 -1.64 -0.47  0.430
20 H -0.61 1.61 3.09  0.232
21 H 1.93 -3.06 -0.95  0.244
22 H 1.49 1.61 -0.37  0.418